This record from OMol25 describes C25H31Br48INO2PS as an isolated structure. The level of theory is ωB97M-V/def2-TZVPD.

* calculated total energy: -125766.05238 Eh
* LUMO energy: -0.3 eV
* net charge: 0

The geometry in XYZ format:
```
110
Properties=species:S:1:pos:R:3:mulliken_charge:R:1
C 0.803 0.923 -1.074 -0.53
C -1.135 -5.491 -2.062 -0.41
Br -3.036 5.214 -6.531 0.02
H -4.120 -1.553 -1.769 0.19
C -4.838 -8.561 -3.215 -0.29
Br 6.649 -3.930 -1.566 0.00
H -6.243 -1.285 -2.002 0.06
Br 16.064 0.735 -2.950 -0.01
O -4.149 0.787 -0.882 -0.28
Br -2.351 -4.461 -3.143 0.01
C -7.603 2.298 -5.795 0.10
Br -4.312 -0.541 5.185 0.00
S -8.459 0.427 -2.016 -0.24
H -1.326 -0.080 -3.533 0.36
H 17.652 2.450 -2.148 0.33
Br -3.274 -3.255 3.880 0.00
H 5.264 7.059 9.579 0.34
Br -9.707 -2.365 -4.139 -0.02
Br 7.584 -3.496 1.461 -0.04
Br 2.095 6.367 5.297 0.05
Br -7.725 3.736 -4.523 0.08
Br -1.303 2.718 -7.491 -0.02
Br 5.300 6.863 7.113 -0.04
O -5.802 2.289 -1.247 -0.44
Br -3.021 4.374 -9.609 -0.03
Br 3.281 -4.193 6.757 -0.05
C -3.352 0.399 -2.027 -0.43
Br 3.335 1.764 1.303 0.08
Br 12.847 -0.117 -1.182 0.04
C 8.147 -3.769 -0.363 0.60
H -1.649 -5.722 -1.140 0.46
C -3.131 -1.121 -1.943 -0.27
H 8.697 -2.887 -0.658 -0.55
Br 3.390 -5.817 0.196 -0.03
Br 2.348 3.012 11.386 -0.02
C 4.810 6.350 8.902 -0.27
H 11.142 -0.251 -2.961 0.38
Br 5.284 -6.571 6.040 -0.04
Br -4.873 -7.169 -1.885 -0.01
H -0.640 1.543 -3.491 0.50
C 0.333 0.128 -2.214 -0.74
Br 4.381 2.564 4.216 0.03
C -0.940 0.698 -2.875 -0.56
H 5.405 -4.867 7.823 0.37
H -1.853 -2.555 -1.000 -0.75
H -4.259 -9.376 -2.804 0.36
C -2.255 -1.571 -0.747 -0.17
Br -0.683 -7.167 -2.892 -0.06
Br 3.863 -4.651 3.128 0.09
Br 3.854 0.574 9.996 -0.01
H 4.959 -4.091 0.991 -0.64
H -3.740 3.107 -7.611 0.01
H -12.043 -3.109 -3.854 0.37
H -6.831 6.816 -4.510 0.16
Br -11.339 -3.033 -1.488 -0.02
Br 11.381 -2.653 -2.430 -0.01
Br 2.915 -2.719 0.774 0.06
Br -8.038 6.673 -2.360 -0.03
H -1.770 1.147 -0.854 0.50
C -11.438 -2.403 -3.305 -0.33
C 11.247 -0.773 -2.021 -0.36
Br -3.951 -7.991 -4.824 -0.04
Br -0.867 6.763 4.184 -0.03
H 0.860 1.933 0.947 0.87
C -5.448 1.161 -1.149 0.66
Br 15.609 3.826 -2.336 0.00
Br -6.774 2.876 -7.437 -0.05
Br 9.679 -0.366 -0.974 -0.06
H -2.283 2.216 -2.164 0.61
H -6.928 -0.616 0.036 -0.09
H -3.133 -0.793 0.901 0.30
Br 1.995 2.494 8.258 0.06
C -6.966 7.531 -3.710 -0.16
Br 5.508 4.611 9.346 -0.01
C -2.040 1.185 -1.908 -0.98
H 5.303 3.113 1.989 0.37
Br -5.595 -1.585 2.465 0.05
C 0.379 5.547 5.006 -0.32
C 3.928 -4.294 1.240 0.58
Br -12.313 -0.692 -3.421 -0.02
Br -6.601 -9.243 -3.576 -0.04
C -4.778 -2.089 4.141 -0.36
N -3.020 -1.714 0.498 -0.34
P -6.775 -0.187 -1.302 0.29
Br 16.554 1.858 -0.014 -0.01
Br -9.307 1.465 -6.094 0.00
Br -7.857 9.062 -4.461 -0.02
C -2.897 3.760 -7.786 -0.02
C 0.869 1.459 -0.001 -0.27
Br 3.524 4.821 2.140 -0.03
Br 3.874 -6.480 8.896 -0.03
H -3.932 -2.105 0.310 0.28
Br 0.424 -4.460 -1.603 0.03
H -0.019 5.292 5.978 0.31
C 4.579 -5.445 7.434 -0.29
H -1.409 -0.919 -0.552 0.36
H -5.520 -2.641 4.699 0.34
Br 0.532 3.899 4.020 0.01
H 1.130 0.177 -2.963 0.42
Br 9.347 -5.258 -0.520 -0.02
Br -5.214 7.978 -3.048 -0.01
C 4.289 3.071 2.358 -0.44
Br 2.905 6.454 9.168 -0.04
C 16.621 2.248 -1.899 -0.32
C 2.285 1.691 9.986 -0.39
H -2.813 -1.519 -2.905 0.39
H 1.438 1.052 10.187 0.37
H 0.245 -0.923 -1.940 0.08
H -6.953 1.545 -5.371 -0.15
I -4.278 0.816 -3.945 0.30
```